{
  "formula": "C6H16NO",
  "method": "ωB97M-V with the def2-TZVPD basis set",
  "homo_energy_ev": -12.71,
  "total_charge": 1,
  "orbital_gap_ha": 0.328,
  "multiplicity": 1,
  "energy_ev": -10011.7171,
  "e_lumo_ev": -3.7753,
  "e_above_lowest_kj_mol": 153.92,
  "species": ["C", "C", "C", "C", "C", "C", "N", "H", "H", "H", "H", "H", "H", "H", "H", "H", "H", "H", "H", "H", "H", "H", "H", "O"],
  "positions_angstrom": [[0.71016, -2.33178, -1.12492], [0.10704, -1.52874, 0.01103], [0.35838, -0.00373, 0.01351], [0.16274, 0.53831, 2.40178], [-0.36728, 0.63565, 1.19950], [-1.60329, 1.47931, 0.96105], [0.16259, -1.79123, -2.44884], [0.41397, -3.36664, -1.08296], [1.77582, -2.16736, -1.22597], [-0.97457, -1.64663, -0.01814], [0.43202, -1.93091, 0.96239], [1.41066, 0.26208, 0.10225], [-0.01487, 0.46282, -0.90030], [1.05811, -0.03636, 2.61989], [-0.26066, 1.04917, 3.26759], [-1.90956, 1.53592, -0.08490], [-2.49179, 0.95540, 1.33846], [-1.50310, 2.39170, 1.52575], [-0.82513, -1.99702, -2.59577], [0.32228, -0.77945, -2.45749], [0.65480, -2.15633, -3.26603], [0.39421, 2.86193, 0.58865], [0.87855, 4.07011, -0.26050], [1.10892, 3.49379, 0.47398]],
  "forces_ev_per_angstrom": [[-0.3, 0.9, -0.3], [-0.3, 0.7, -0.2], [-0.2, -0.2, 0.4], [0.2, 0.0, 0.9], [0.1, 0.2, -0.7], [-0.7, -1.6, 0.1], [0.4, 0.1, -0.2], [0.3, -0.4, 0.0], [0.3, -0.4, 0.2], [-0.2, -0.3, 0.1], [0.2, -0.2, 0.1], [0.2, -0.2, -0.1], [0.0, 0.1, -0.1], [0.0, 0.1, -0.2], [-0.1, -0.2, -0.3], [0.6, 0.8, -0.1], [0.2, 0.1, 0.5], [-0.3, 0.6, -0.3], [-0.1, 0.2, 0.2], [-0.3, 0.0, 0.0], [0.1, -0.2, 0.1], [-0.1, 0.2, -0.1], [-0.2, 0.0, 0.0], [0.3, -0.1, 0.0]]
}